Record 1
The following is a quantum chemistry calculation of C20H26N2O2 as an isolated structure in a non-equilibrium geometry, from OMol25.

Energy above the lowest of the compared OMol25 structures with the same formula, charge and spin   529.6 kcal/mol
Frontier orbital gap   8.54 eV

Element x y z (Å)
H: -1.428 5.853 0.323
C: -3.688 -2.058 0.131
C: 3.186 -2.744 1.789
C: -4.052 -2.968 -1.115
H: -2.142 -0.936 1.102
C: -0.799 4.913 0.795
C: 2.475 -1.724 1.567
C: 4.346 -3.306 -0.037
H: 2.827 -2.824 3.095
C: 3.681 -2.357 -0.722
O: -4.571 -1.778 1.058
H: 2.567 -0.161 -1.580
C: 0.688 -1.033 -1.520
C: 0.503 4.947 -1.038
O: 0.884 -1.827 -2.623
C: -2.523 -1.461 0.164
H: 4.979 -3.751 -0.330
C: 2.013 -0.312 -0.742
H: 0.051 5.857 -1.840
C: -1.957 -2.598 -1.695
C: 2.782 -1.429 -0.013
H: -1.619 4.273 1.559
N: 1.514 0.641 -0.025
H: -0.983 -2.702 -2.648
H: -1.035 3.533 -0.805
C: -4.406 -1.113 2.323
H: -3.777 -1.490 2.877
H: 0.208 1.599 -1.303
H: 1.463 5.367 -0.584
H: -0.228 -0.535 0.192
C: -0.308 4.003 -0.368
H: -3.325 -3.706 -2.773
H: -4.177 0.015 1.888
H: -4.940 -3.348 -0.987
C: -1.553 -1.688 -0.873
H: -5.221 -1.138 2.822
H: 0.934 4.315 -1.853
N: -0.329 -0.941 -0.563
H: 1.715 -1.120 1.843
C: 0.487 2.812 0.456
H: 4.722 -4.364 1.969
C: 4.154 -3.298 1.330
H: 2.214 0.914 0.840
H: 1.765 2.226 -1.401
H: -0.150 2.408 1.216
C: 1.060 1.658 -0.565
H: -0.095 5.152 1.419
C: -3.198 -3.091 -1.902
H: 3.808 -2.074 -1.712
H: 1.479 3.388 0.859



Record 2
The following is a quantum chemistry calculation of one molecule with the formula C2H3Cl2N in a non-equilibrium geometry, from OMol25.

Energy above the lowest of the compared OMol25 structures with the same formula, charge and spin   9.8 kcal/mol
Frontier orbital gap   10.82 eV
SMILES   [H]/N=C\C(Cl)Cl

Element x y z (Å)
Cl: 0.542 -1.794 1.289
H: 0.828 0.386 1.229
C: 0.634 -0.291 0.407
H: -1.492 -0.810 -0.289
H: -0.652 1.885 -0.724
C: -0.746 -0.053 -0.337
Cl: 2.069 -0.300 -0.734
N: -1.182 0.977 -0.840



Record 3
The following is a quantum chemistry calculation of C25H24BrMoN5O3 as an isolated structure in a non-equilibrium geometry, from OMol25.

Net charge   +2
Frontier orbital gap (spin up / spin down)   5.16 / 5.27 eV
2S+1   3

Element x y z (Å)
N: 2.210 -0.990 0.756
O: -0.550 -1.121 1.096
H: 1.256 -2.843 0.891
C: 0.361 -2.348 -1.539
N: -5.341 1.134 4.620
H: 0.343 -0.426 -2.270
O: 1.669 1.847 0.859
H: 3.076 -0.610 0.375
H: -0.267 -2.917 -0.855
H: -3.982 4.717 7.006
H: -5.684 3.399 5.758
H: 0.197 -2.734 -2.546
C: -2.126 1.972 6.259
C: 2.154 3.882 -2.145
C: -1.743 -0.916 1.694
H: 2.995 -2.959 0.602
C: -2.461 3.225 6.769
H: -4.464 2.657 2.727
C: 1.827 -2.521 -1.162
C: -1.669 2.525 0.828
H: 5.306 4.970 -0.179
H: 4.813 5.945 -2.394
Br: -1.173 4.200 7.734
C: -2.543 -1.864 2.309
H: -1.142 1.565 6.446
H: 2.803 5.249 -3.650
H: -2.966 4.110 1.410
C: -4.037 -0.110 3.087
H: -4.343 -2.188 3.437
H: -1.060 3.157 0.198
C: 1.526 2.358 -0.323
N: -5.144 0.232 3.807
O: 0.529 1.888 -0.990
C: 2.432 3.334 -0.886
C: 3.012 4.821 -2.679
H: -2.813 0.276 5.156
N: -1.354 1.221 0.876
H: 3.757 3.305 0.806
C: 2.089 -2.414 0.338
N: -0.076 -0.926 -1.486
C: -3.288 0.876 2.355
C: 4.421 4.664 -0.721
H: 2.148 -3.507 -1.498
H: 2.438 -1.787 -1.702
H: -2.248 -2.905 2.292
C: -4.678 3.024 5.892
C: -3.054 1.265 5.527
C: -2.759 3.053 1.497
H: 2.344 -0.963 1.767
C: -3.705 -1.459 2.956
H: 1.264 3.570 -2.676
Mo: 0.447 0.305 0.336
C: -3.588 2.238 2.251
C: -2.163 0.417 1.640
C: -3.734 3.752 6.588
C: -4.336 1.797 5.319
C: 3.567 3.730 -0.170
H: -1.081 -0.891 -1.643
C: 4.144 5.209 -1.970



Record 4
The following is a quantum chemistry calculation of one molecule with the formula C4H6N4 in a non-equilibrium geometry, from OMol25.

Energy above the lowest of the compared OMol25 structures with the same formula, charge and spin   143.4 kcal/mol
Frontier orbital gap   9.02 eV
SMILES   C=N/N=C\C=N/N=C

Element x y z (Å)
C: -2.235 -2.031 -0.455
H: -0.770 1.694 -0.142
C: -0.542 0.621 -0.255
H: 0.675 -1.201 -1.185
N: 1.962 1.425 0.609
H: -2.575 -1.912 0.687
C: 0.666 -0.092 -0.637
C: 1.914 1.045 1.893
N: -1.659 -1.053 -0.943
H: 2.070 2.001 2.579
N: -1.726 0.145 -0.482
H: -2.074 -3.021 -0.921
N: 1.739 0.230 -0.095
H: 1.643 -0.049 2.086



Record 5
The following is a quantum chemistry calculation of a 10-piece molecular cluster, C38H48N10 overall in a non-equilibrium geometry, from OMol25.

Energy above the lowest of the compared OMol25 structures with the same formula, charge and spin   15.4 kcal/mol
Frontier orbital gap   8.19 eV
SMILES   c1cc[nH]c1.c1cc[nH]c1.c1cc[nH]c1.c1cc[nH]c1.c1cc[nH]c1.c1cc[nH]c1.c1cc[nH]c1.c1cc[nH]c1.c1cc[nH]c1.CC#N

Element x y z (Å)
C: 27.209 12.574 29.481
C: 29.688 21.863 34.087
H: 25.671 18.638 27.778
H: 30.293 16.815 27.090
C: 27.221 14.785 29.091
H: 28.626 18.146 39.162
C: 27.558 17.582 31.734
H: 28.283 12.721 34.927
H: 27.536 18.406 34.992
C: 31.364 18.682 29.585
N: 28.308 22.383 32.427
H: 28.588 17.368 31.480
C: 28.715 21.092 32.234
C: 22.035 20.566 29.126
C: 28.565 18.462 38.133
H: 31.372 19.097 30.579
H: 24.256 20.779 27.438
C: 22.669 19.499 29.717
C: 26.508 19.008 25.932
H: 30.058 14.470 35.953
H: 27.540 18.500 32.324
C: 23.371 14.478 31.296
H: 25.131 21.816 25.023
C: 22.359 15.600 32.953
H: 27.417 13.692 37.039
C: 24.992 20.409 26.745
H: 28.560 15.252 30.774
C: 26.701 17.832 30.552
H: 32.395 13.721 34.619
C: 30.769 17.509 27.765
N: 28.568 19.696 36.295
H: 28.716 23.862 33.927
H: 21.929 15.891 33.898
H: 27.039 16.785 32.267
H: 24.488 16.269 30.610
N: 27.021 13.898 36.143
H: 30.271 22.008 34.984
N: 25.621 19.214 26.946
H: 23.701 13.634 30.712
H: 20.255 20.759 28.063
H: 23.532 19.456 30.357
H: 30.659 16.720 32.306
C: 28.009 14.541 30.177
C: 27.489 13.449 34.927
H: 26.961 14.077 32.886
H: 23.267 17.440 32.494
H: 32.438 18.167 26.635
C: 25.444 20.930 25.553
C: 26.056 14.850 35.923
H: 32.491 15.177 32.583
C: 28.888 22.863 33.566
H: 28.984 16.409 34.390
C: 31.650 14.478 34.423
H: 29.540 20.468 38.013
N: 31.781 15.203 33.290
H: 29.466 17.424 29.495
H: 28.285 20.553 31.403
H: 22.168 21.635 29.203
H: 25.475 15.255 36.736
H: 26.887 11.558 29.329
C: 28.968 19.652 37.598
H: 20.111 18.238 27.958
C: 29.906 15.864 34.266
C: 29.600 20.753 33.222
H: 21.863 13.484 32.609
N: 26.790 13.571 28.629
C: 27.909 18.532 35.997
C: 26.807 14.123 33.952
C: 22.430 14.365 32.365
H: 28.490 12.644 31.233
C: 32.259 18.916 28.596
C: 26.429 20.046 25.035
C: 30.399 17.760 29.079
H: 27.412 16.777 37.267
C: 27.869 17.738 37.124
H: 26.980 20.183 24.121
C: 27.924 13.186 30.493
H: 27.166 18.153 25.911
H: 26.121 13.430 27.897
H: 27.676 22.855 31.810
N: 20.935 20.131 28.445
C: 30.758 16.111 33.191
C: 30.499 14.880 35.061
H: 30.033 19.770 33.322
C: 23.820 15.763 31.287
C: 25.884 14.975 34.572
N: 31.912 18.183 27.485
N: 23.167 16.474 32.253
H: 26.903 15.654 28.540
C: 21.952 18.358 29.256
H: 28.766 20.475 35.683
N: 26.017 18.066 29.663
H: 22.113 17.297 29.384
H: 33.174 19.488 28.562
H: 25.128 15.603 34.125
C: 20.899 18.759 28.472



Record 6
The following is a quantum chemistry calculation of one molecule with the formula C6H9N, from OMol25.

Energy above the lowest of the compared OMol25 structures with the same formula, charge and spin   77.3 kcal/mol
Frontier orbital gap   10.13 eV
SMILES   CC#CCN1CC1

Element x y z (Å)
H: -0.911 0.002 -3.730
C: -0.300 -0.678 -1.860
H: 1.845 0.057 0.467
H: -1.539 0.163 2.407
C: -0.935 -0.928 -3.152
H: -1.980 -1.224 -3.041
H: 1.239 1.468 -0.376
N: 0.068 0.977 1.252
C: 0.231 -0.220 -0.882
C: -0.521 -0.047 2.092
C: 0.604 0.783 2.585
H: 0.446 1.599 3.284
H: -0.423 -1.694 -3.739
H: -0.311 -1.094 1.875
H: 1.567 0.275 2.676
C: 0.921 0.561 0.143